A cluster of 2 separate species, C2H7S2 in total at a distorted geometry. Source: the Open Molecules 2025 dataset; level of theory: the ωB97M-V functional and the def2-TZVPD basis.

Element x y z (Å)
S  2.22  -0.48  0.69
H  2.09  -0.94  -0.56
C  -1.34  -0.59  -1.74
C  -1.06  0.71  -0.98
S  -0.99  0.48  0.85
H  -2.02  -1.22  -1.17
H  -0.41  -1.05  -2.04
H  -1.93  -0.35  -2.63
H  -0.09  1.13  -1.22
H  -1.83  1.46  -1.11
H  0.52  0.23  0.74

As for the total charge: -1.

Mulliken population analysis, charges in e, atoms 1 to 5:
1 S -0.68
2 H -0.02
3 C -0.80
4 C -0.59
5 S -0.39



The molecule C2H2Cl2O2 at a distorted geometry. Source: the Open Molecules 2025 dataset; level of theory: the ωB97M-V functional and the def2-TZVPD basis.

Element x y z (Å)
C  0.85  0.07  -0.29
C  -1.61  -0.53  0.12
O  0.89  0.49  0.79
O  -0.65  -0.53  -0.88
Cl  -2.37  1.10  0.44
Cl  -2.77  -1.79  -0.33
H  1.71  -0.09  -0.95
H  -1.30  -0.92  1.06

The structure (SMILES) is O=COC(Cl)Cl.

Mulliken population analysis, charges in e, atoms 1 to 5:
1 C 0.20
2 C 0.16
3 O -0.29
4 O -0.40
5 Cl -0.17



A structure of composition C21H35AgN2O5Si4Te. Source: the Open Molecules 2025 dataset; level of theory: the ωB97M-V functional and the def2-TZVPD basis.

Element x y z (Å)
Ag  0.21  -0.88  0.13
O  -0.65  0.63  6.21
C  -0.55  0.60  4.84
C  -1.56  0.08  4.05
C  -1.38  0.06  2.68
N  -0.27  0.52  2.10
C  0.69  1.05  2.86
C  0.59  1.11  4.24
C  1.93  1.63  2.15
O  2.29  2.75  2.56
O  2.39  0.94  1.21
C  -2.51  -0.50  1.79
O  -3.66  -0.37  2.24
O  -2.15  -1.06  0.72
H  -1.47  0.19  6.44
H  -2.50  -0.28  4.46
H  1.38  1.57  4.82
C  -0.87  3.36  -0.08
C  -1.88  2.48  -0.45
C  -1.53  1.31  -1.10
N  -0.26  0.99  -1.40
C  0.70  1.85  -1.05
C  0.44  3.05  -0.39
H  -1.10  4.26  0.48
H  -2.91  2.66  -0.20
H  -2.27  0.56  -1.34
H  1.71  1.55  -1.24
H  1.27  3.65  -0.04
C  -2.23  -6.30  -1.13
Si  -1.51  -4.66  -0.46
C  -2.52  -4.19  1.06
C  -1.74  -3.37  -1.80
Si  0.75  -4.96  0.09
Te  2.01  -2.90  0.50
Si  0.85  -6.25  2.04
C  -0.26  -7.79  2.03
C  0.35  -5.21  3.53
C  2.63  -6.84  2.30
Si  1.73  -6.22  -1.62
C  1.23  -5.55  -3.32
C  3.61  -6.14  -1.51
C  1.25  -8.06  -1.58
H  -3.30  -6.17  -1.31
H  -2.10  -7.12  -0.42
H  -1.76  -6.58  -2.07
H  -3.56  -3.99  0.77
H  -2.12  -3.27  1.50
H  -2.52  -4.98  1.81
H  -2.80  -3.25  -2.03
H  -1.21  -3.63  -2.72
H  -1.37  -2.40  -1.45
H  -1.32  -7.51  2.03
H  -0.07  -8.39  2.92
H  -0.08  -8.42  1.15
H  -0.70  -4.94  3.49
H  0.93  -4.28  3.54
H  0.54  -5.76  4.46
H  2.92  -7.58  1.55
H  2.75  -7.30  3.29
H  3.31  -5.99  2.23
H  1.41  -4.48  -3.37
H  0.17  -5.72  -3.53
H  1.81  -6.04  -4.11
H  3.93  -5.10  -1.45
H  4.07  -6.61  -2.39
H  3.97  -6.65  -0.61
H  0.17  -8.21  -1.66
H  1.59  -8.53  -0.66
H  1.73  -8.58  -2.42

As for the total charge: -2.

Mulliken population analysis, charges in e, atoms 1 to 5:
1 Ag 0.43
2 O -0.59
3 C 1.18
4 C -0.61
5 C -0.24



A cluster of 7 separate species, C21H42O21 in total at a distorted geometry. Source: the Open Molecules 2025 dataset; level of theory: the ωB97M-V functional and the def2-TZVPD basis.

Element x y z (Å)
C  -3.97  2.78  -0.08
O  -4.43  1.80  -0.97
C  -3.54  1.15  -1.73
O  -2.38  1.44  -1.85
O  -4.18  0.23  -2.42
C  -3.40  -0.64  -3.25
H  -3.17  3.41  -0.45
H  -3.66  2.37  0.89
H  -4.85  3.40  0.12
H  -2.67  -0.02  -3.78
H  -4.08  -1.10  -3.95
H  -2.82  -1.31  -2.62
C  3.97  -2.38  -2.94
O  3.87  -2.76  -1.57
C  4.28  -1.87  -0.67
O  4.64  -0.74  -0.90
O  4.14  -2.44  0.52
C  4.02  -1.60  1.64
H  4.86  -1.81  -3.18
H  3.12  -1.75  -3.18
H  4.01  -3.31  -3.51
H  4.45  -2.04  2.54
H  2.98  -1.33  1.84
H  4.53  -0.65  1.49
C  -1.85  -2.26  4.24
O  -3.16  -1.89  4.63
C  -3.95  -1.29  3.75
O  -3.64  -0.88  2.66
O  -5.14  -1.16  4.31
C  -6.17  -0.46  3.65
H  -1.16  -1.42  4.27
H  -1.88  -2.71  3.25
H  -1.50  -2.98  4.97
H  -6.31  0.51  4.14
H  -7.08  -1.05  3.69
H  -6.00  -0.20  2.60
C  3.76  2.71  -1.86
O  3.83  4.01  -2.45
C  4.80  4.21  -3.32
O  5.56  3.38  -3.72
O  4.77  5.48  -3.68
C  5.88  6.04  -4.35
H  3.40  1.98  -2.59
H  3.04  2.84  -1.06
H  4.74  2.46  -1.46
H  6.54  5.28  -4.76
H  6.46  6.63  -3.64
H  5.55  6.74  -5.12
C  1.34  0.27  -1.35
O  0.80  -0.94  -0.87
C  -0.25  -0.82  -0.03
O  -0.96  -1.75  0.23
O  -0.30  0.39  0.50
C  -1.05  0.58  1.71
H  2.12  0.15  -2.11
H  1.86  0.88  -0.61
H  0.59  0.91  -1.83
H  -2.06  0.93  1.49
H  -0.50  1.34  2.26
H  -1.14  -0.33  2.29
C  -4.27  -8.08  -3.13
O  -3.25  -7.24  -2.68
C  -3.49  -6.13  -1.99
O  -4.59  -5.66  -1.84
O  -2.33  -5.66  -1.58
C  -2.36  -4.49  -0.76
H  -3.95  -8.77  -3.92
H  -5.02  -7.52  -3.71
H  -4.78  -8.49  -2.26
H  -1.50  -3.85  -0.91
H  -2.37  -4.80  0.29
H  -3.27  -3.93  -0.97
C  3.91  3.46  2.11
O  3.19  3.27  3.33
C  1.93  3.71  3.35
O  1.17  3.80  2.45
O  1.71  3.99  4.65
C  0.38  4.30  5.03
H  3.32  3.12  1.26
H  4.83  2.89  2.17
H  4.06  4.52  1.92
H  -0.33  4.20  4.20
H  0.34  5.33  5.38
H  0.02  3.63  5.80

The structure (SMILES) is COC(=O)OC.COC(=O)OC.COC(=O)OC.COC(=O)OC.COC(=O)OC.COC(=O)OC.COC(=O)OC.

Mulliken population analysis, charges in e, atoms 1 to 5:
1 C -0.64
2 O -0.37
3 C 0.98
4 O -0.58
5 O -0.36



The ion C5H4N5OS with charge +1 at a distorted geometry. Source: the Open Molecules 2025 dataset; level of theory: the ωB97M-V functional and the def2-TZVPD basis.

Element x y z (Å)
C  -0.18  -0.32  1.25
C  1.71  -1.11  0.01
C  1.33  -0.17  -1.95
C  0.82  0.53  -2.97
C  -2.10  0.57  2.22
N  -0.21  0.13  0.03
N  2.72  -1.45  -0.86
N  2.50  -0.92  -1.97
N  -1.03  -0.13  2.26
N  0.83  -0.31  -0.64
O  -2.81  0.66  3.29
S  1.24  -1.37  1.61
H  -0.10  1.09  -2.88
H  1.34  0.52  -3.92
H  -2.43  1.10  1.31
H  -3.62  1.20  3.22

As for the total charge: +1.

Mulliken population analysis, charges in e, atoms 1 to 5:
1 C 0.58
2 C 0.42
3 C 0.89
4 C -0.74
5 C 0.15



The molecule C4H8O at a distorted geometry. Source: the Open Molecules 2025 dataset; level of theory: the ωB97M-V functional and the def2-TZVPD basis.

Element x y z (Å)
C  0.91  0.74  -0.01
C  -0.87  0.85  0.10
C  -1.15  -0.58  -0.33
O  -0.30  -1.21  0.63
C  1.02  -0.74  0.36
H  1.27  0.94  -1.06
H  1.54  1.41  0.60
H  -1.01  1.71  -0.52
H  -1.48  0.96  1.04
H  -2.15  -1.04  -0.24
H  -0.81  -0.77  -1.36
H  1.61  -0.91  1.26
H  1.41  -1.37  -0.46

The structure (SMILES) is C1CCOC1.

Mulliken population analysis, charges in e, atoms 1 to 5:
1 C -0.53
2 C -0.57
3 C -0.30
4 O -0.40
5 C -0.42



The molecule H3NP2 at a distorted geometry. Source: the Open Molecules 2025 dataset; level of theory: the ωB97M-V functional and the def2-TZVPD basis.

Element x y z (Å)
N  -0.33  0.72  -0.30
P  0.70  0.79  -1.93
P  0.53  0.20  1.08
H  -0.51  1.44  -2.53
H  1.17  -1.12  0.92
H  -0.69  -0.32  1.60

The structure (SMILES) is [H]/P=N/P.

Mulliken population analysis, charges in e, atoms 1 to 5:
1 N -0.31
2 P 0.09
3 P 0.00
4 H 0.08
5 H 0.07



The molecule C16H20N4O3 at a distorted geometry. Source: the Open Molecules 2025 dataset; level of theory: the ωB97M-V functional and the def2-TZVPD basis.

Element x y z (Å)
O  1.75  2.18  -0.96
O  -2.68  0.90  -0.55
N  1.51  -1.91  0.22
O  -1.41  -5.26  1.86
C  0.75  1.48  -0.98
C  -1.46  0.80  -0.71
C  1.75  -0.75  -0.28
C  -0.01  -3.57  0.95
C  -2.21  -2.08  0.16
C  0.20  -2.33  0.36
C  -1.28  -4.08  1.15
C  -0.92  -1.56  -0.03
C  -2.39  -3.33  0.77
N  0.69  0.11  -0.71
N  -0.66  -0.32  -0.64
N  3.07  -0.41  -0.56
C  -3.81  -3.79  1.00
C  4.14  -0.99  0.25
C  3.52  -0.01  -1.93
C  -0.54  5.59  0.79
C  -0.66  2.07  -1.04
C  -0.37  4.57  -0.35
C  -0.91  3.18  0.05
H  -2.33  -5.47  2.03
H  0.82  -4.11  1.26
H  -3.05  -1.52  -0.23
H  -4.01  -4.20  2.02
H  -4.47  -2.94  0.86
H  -3.98  -4.54  0.25
H  4.98  -0.27  0.32
H  4.54  -1.89  -0.25
H  3.80  -1.22  1.25
H  2.69  -0.11  -2.67
H  4.34  -0.64  -2.28
H  3.85  1.00  -1.97
H  0.01  6.50  0.51
H  -1.62  5.83  0.98
H  -0.07  5.19  1.72
H  -0.90  2.38  -2.05
H  -0.91  4.92  -1.20
H  0.67  4.48  -0.59
H  -1.98  3.29  0.23
H  -0.44  2.83  1.01

The structure (SMILES) is CCC[C@H]1C(=O)N2C(N(C)C)=Nc3cc(O)c(C)cc3N2C1=O.

Mulliken population analysis, charges in e, atoms 1 to 5:
1 O -0.62
2 O -0.68
3 N -0.53
4 O -0.61
5 C -0.06



Relative energy (zero: lowest compared OMol25 entry of this formula, charge and spin) (kcal/mol)
7.8, 52.0, 8.9, 33.4, 0.0, 39.0, 33.1, 54.2